# 1
Below is a molecular structure, C57H50N2O3P2SW, with properties calculated with wB97M-V/def2-TZVPD.

XYZ file:
```
116
Properties=species:S:1:pos:R:3:mulliken_spin:R:1
W 0.734 0.115 0.444 0.76
N -0.193 -0.965 2.291 -0.02
C -1.104 -2.080 2.095 0.01
C -2.379 -2.057 2.632 -0.01
C -3.230 -3.134 2.422 0.01
C -2.797 -4.224 1.685 0.00
C -1.517 -4.235 1.155 0.01
C -0.651 -3.160 1.345 0.02
C 0.698 -3.135 0.744 0.06
C 1.399 -4.342 0.685 -0.02
C 2.667 -4.421 0.141 0.04
C 3.253 -3.271 -0.358 -0.02
C 2.568 -2.067 -0.310 0.06
C 1.274 -1.953 0.236 -0.04
H -0.590 -0.333 2.981 0.01
H 0.667 -1.323 2.698 0.01
H -2.709 -1.224 3.232 0.00
H -4.224 -3.122 2.850 0.00
H -3.456 -5.067 1.522 0.00
H -1.196 -5.078 0.557 0.00
H 0.947 -5.230 1.108 0.00
H 3.191 -5.367 0.119 0.00
H 4.242 -3.298 -0.797 0.00
H 3.070 -1.216 -0.736 0.01
C 0.972 6.685 -1.881 0.00
C -0.008 5.612 -2.383 0.00
C -0.909 6.198 -3.485 0.00
C -0.872 5.144 -1.217 0.00
C -1.858 5.955 -0.663 0.00
C -2.632 5.541 0.413 0.00
C -2.399 4.312 1.003 0.00
C -1.403 3.478 0.493 -0.04
P -0.803 2.091 1.503 0.07
C 0.138 2.992 2.777 -0.02
C 1.497 3.233 2.603 0.00
C 2.183 4.077 3.463 0.00
C 1.516 4.699 4.507 0.00
C 0.151 4.502 4.663 0.00
C -0.538 3.671 3.795 0.00
C -2.331 1.469 2.263 0.01
C -3.428 1.224 1.425 0.00
C -4.637 0.797 1.956 0.00
C -4.779 0.651 3.330 0.00
C -3.699 0.893 4.168 0.00
C -2.473 1.276 3.638 0.00
C -0.688 3.905 -0.622 0.03
O 0.226 3.001 -1.089 0.04
C 0.768 3.199 -2.337 0.02
C 1.292 2.043 -2.914 -0.01
C 1.927 2.148 -4.146 -0.01
C 2.035 3.392 -4.750 0.00
C 1.442 4.505 -4.176 0.00
C 0.759 4.430 -2.962 0.00
P 0.667 0.479 -2.219 0.04
C 1.593 -0.850 -3.012 -0.01
C 2.962 -0.704 -3.246 0.00
C 3.698 -1.757 -3.762 0.00
C 3.081 -2.971 -4.036 0.00
C 1.722 -3.126 -3.800 0.00
C 0.981 -2.072 -3.291 0.01
C -0.999 0.527 -2.952 -0.02
C -1.184 0.066 -4.255 0.00
C -2.408 0.240 -4.887 0.00
C -3.447 0.889 -4.235 0.00
C -3.255 1.378 -2.948 0.00
C -2.038 1.199 -2.312 0.02
H 0.430 7.547 -1.490 0.00
H 1.605 7.032 -2.698 0.00
H 1.615 6.295 -1.090 0.00
H -1.456 7.066 -3.119 0.00
H -1.628 5.458 -3.839 0.00
H -0.316 6.535 -4.333 0.00
H -2.031 6.938 -1.079 0.00
H -3.403 6.190 0.804 0.00
H -2.986 4.013 1.861 0.00
H 2.020 2.816 1.761 0.01
H 3.237 4.265 3.304 0.00
H 2.049 5.356 5.181 0.00
H -0.385 5.008 5.454 0.00
H -1.607 3.578 3.917 0.00
H -3.368 1.441 0.362 0.00
H -5.479 0.619 1.301 0.00
H -5.734 0.359 3.747 0.00
H -3.808 0.785 5.239 0.00
H -1.645 1.454 4.311 0.00
H 2.304 1.274 -4.658 0.00
H 2.546 3.484 -5.698 0.00
H 1.500 5.453 -4.695 0.00
H 3.460 0.234 -3.031 0.00
H 4.754 -1.628 -3.961 0.00
H 3.657 -3.791 -4.444 0.00
H 1.235 -4.064 -4.028 0.00
H -0.084 -2.204 -3.145 0.00
H -0.381 -0.418 -4.794 0.00
H -2.543 -0.124 -5.896 0.00
H -4.398 1.023 -4.731 0.00
H -4.054 1.909 -2.445 0.00
H -1.900 1.603 -1.322 -0.02
O 1.991 0.155 2.032 -0.02
N 3.279 0.501 2.063 0.00
C 3.986 0.272 3.190 0.02
C 5.298 0.658 3.230 -0.01
C 5.868 1.285 2.117 0.01
C 5.110 1.513 0.988 0.00
C 3.779 1.103 0.975 0.01
S 2.658 1.330 -0.326 -0.03
H 3.450 -0.218 3.989 0.00
H 5.874 0.466 4.124 0.00
H 6.905 1.592 2.142 0.00
H 5.520 2.001 0.115 0.00
C -1.852 -1.645 -0.926 0.02
O -1.271 -0.539 -0.148 -0.01
H -2.335 -1.231 -1.806 0.00
H -2.564 -2.163 -0.288 0.00
H -1.032 -2.305 -1.186 -0.01
H -1.984 -0.180 0.407 0.01
```

Output
E_tot: -3684.46392 Ha
multiplicity: 2
<S²>: 0.767
HOMO level (spin up / spin down): -0.561 / -0.561 Ha
charge: +3

=====

# 2
Below is a molecular structure, C35H37BrP2Pt, with properties calculated with wB97M-V/def2-TZVPD.

XYZ file:
```
76
Properties=species:S:1:pos:R:3:mulliken_spin:R:1
Pt 0.128 1.732 -0.439 1.02
C 2.877 2.776 3.852 0.00
C 3.437 1.567 3.613 0.00
C 3.074 0.277 4.275 0.00
C 1.689 -0.274 3.908 0.00
C 0.462 0.570 4.121 0.01
C 0.471 1.777 4.704 0.00
C 1.510 2.137 5.767 0.00
C 2.501 3.197 5.236 0.00
C -0.180 3.155 0.936 0.21
H 2.792 3.560 3.068 0.00
H 4.154 1.476 2.781 0.00
H 3.182 0.267 5.364 0.00
H 3.811 -0.465 3.948 0.00
H 1.722 -0.588 2.850 0.00
H 1.589 -1.246 4.431 0.00
H -0.467 0.141 3.714 0.00
H -0.464 2.336 4.795 0.00
H 2.067 1.261 6.177 0.00
H 0.941 2.618 6.581 0.00
H 2.004 4.172 5.186 0.00
H 3.284 3.361 6.009 0.00
H 0.035 4.223 0.696 0.00
H 0.502 2.742 1.713 0.00
H -1.237 3.037 1.220 0.04
P 0.392 -0.516 -2.466 -0.06
P -2.037 -0.202 -1.486 0.10
C -0.147 -1.998 -1.515 0.03
C -1.432 -1.886 -1.133 -0.02
C 0.947 -1.428 -4.000 0.01
C 1.136 -2.817 -4.072 0.00
C 1.805 -3.383 -5.171 0.00
C 2.178 -2.575 -6.250 0.00
C 1.836 -1.220 -6.259 0.00
C 1.201 -0.640 -5.149 0.00
C 1.978 -0.255 -1.603 0.00
C 1.896 0.273 -0.306 -0.07
C 2.997 0.307 0.541 0.01
C 4.235 -0.144 0.071 0.00
C 4.334 -0.614 -1.257 0.00
C 3.214 -0.684 -2.089 0.01
C -3.508 -0.843 -2.517 0.03
C -3.233 -1.447 -3.760 0.00
C -4.258 -2.114 -4.449 0.00
C -5.548 -2.163 -3.914 0.01
C -5.824 -1.545 -2.693 0.00
C -4.811 -0.863 -1.998 0.01
C -2.804 0.134 0.155 0.02
C -3.397 1.404 0.322 0.00
C -4.096 1.706 1.491 -0.02
C -4.170 0.762 2.515 0.02
C -3.525 -0.471 2.388 -0.01
C -2.813 -0.766 1.219 0.07
H 0.549 -2.815 -1.294 0.00
H -2.078 -2.647 -0.690 0.00
H 0.791 -3.478 -3.275 0.00
H 2.035 -4.444 -5.164 0.00
H 2.723 -3.014 -7.089 0.00
H 2.096 -0.600 -7.119 0.00
H 0.922 0.414 -5.160 0.00
H 0.866 0.462 0.310 0.18
H 2.837 0.662 1.561 0.01
H 5.134 -0.142 0.695 0.00
H 5.293 -0.919 -1.664 0.00
H 3.292 -1.074 -3.105 0.00
H -2.224 -1.414 -4.181 0.00
H -4.049 -2.575 -5.411 0.00
H -6.348 -2.672 -4.452 0.00
H -6.825 -1.566 -2.276 0.00
H -5.050 -0.359 -1.060 0.00
H -3.296 2.143 -0.471 0.01
H -4.572 2.687 1.581 0.00
H -4.719 0.989 3.426 0.00
H -3.559 -1.208 3.184 0.00
H -2.278 -1.712 1.145 0.00
Br 2.026 3.463 -0.609 0.38
```

Output
E_tot: -4731.59950 Ha
multiplicity: 3
<S²>: 2.012
HOMO level (spin up / spin down): -0.243 / -0.274 Ha
charge: 0